C18H20BrNO3S | wB97M-V/def2-TZVPD

SMILES: Cc1cccc(CCNC(=O)CCS(=O)(=O)c2ccc(Br)cc2)c1
Lowest unoccupied orbital energy (eV): 0.127
HOMO-LUMO gap (eV): 9.346
HOMO level (eV): -9.22
Total energy (eV): -107501.6254

Positions of all 44 atoms, in Å:
1 Br -1.288 -0.728 -6.476
2 S -1.497 -1.512 -0.101
3 O -1.661 -0.213 0.510
4 O 1.511 -2.069 3.575
5 O -2.478 -2.513 0.212
6 N -0.052 -0.615 2.838
7 C -1.358 -0.958 -4.594
8 C -1.116 -0.054 -2.398
9 C 0.594 2.408 1.236
10 C 0.141 -2.754 1.725
11 C 2.128 1.028 -0.594
12 C 0.365 0.474 3.695
13 C 1.632 1.162 3.155
14 C -0.572 3.682 -0.573
15 C 1.227 1.984 -1.029
16 C -1.754 -2.361 -2.704
17 C -1.455 -1.290 -1.882
18 C 0.618 -1.779 2.806
19 C 0.442 2.677 -0.117
20 C 2.261 0.762 0.758
21 C 1.501 1.461 1.689
22 C -1.707 -2.197 -4.077
23 C 0.156 -2.165 0.321
24 C -1.064 0.119 -3.770
25 H -0.714 -0.391 2.105
26 H 0.354 -2.926 -0.429
27 H -0.805 1.075 -4.198
28 H 0.575 0.070 4.689
29 H 2.480 0.496 3.318
30 H -1.941 -3.016 -4.740
31 H -0.006 2.953 1.950
32 H 1.142 2.198 -2.086
33 H -2.041 -3.301 -2.261
34 H 2.732 0.491 -1.312
35 H -0.486 4.603 0.002
36 H 1.798 2.082 3.719
37 H -0.463 1.180 3.757
38 H 0.791 -3.629 1.779
39 H 0.854 -1.337 0.211
40 H -0.450 3.916 -1.628
41 H 2.967 0.018 1.097
42 H -0.879 -3.074 1.955
43 H -1.576 3.287 -0.418
44 H -0.906 0.756 -1.718


C18H20Cl45IO4S | wB97M-V/def2-TZVPD

Lowest unoccupied orbital energy (eV): -1.345
HOMO-LUMO gap (eV): 8.507
HOMO level (eV): -9.85
Total energy (eV): -609621.1098

Positions of all 89 atoms, in Å:
1 I -4.304 -2.461 3.892
2 Cl -0.007 2.237 4.322
3 Cl 0.542 3.173 -5.210
4 Cl 8.974 3.866 -13.145
5 Cl -5.921 -1.065 -1.630
6 Cl -2.635 -5.385 3.343
7 Cl 2.700 1.217 4.310
8 Cl 0.491 5.691 9.855
9 Cl 3.833 -0.098 -8.940
10 Cl 2.748 -2.243 1.786
11 Cl 6.406 -2.075 -13.581
12 Cl 9.047 0.960 -9.694
13 Cl 1.898 3.212 2.355
14 Cl 4.983 -1.937 -16.106
15 Cl 2.821 -5.121 1.472
16 Cl 0.346 1.252 0.026
17 Cl -5.505 3.992 -5.478
18 Cl -0.373 5.008 7.165
19 Cl -2.914 4.952 -4.588
20 Cl -7.051 -2.343 0.720
21 Cl 8.103 2.765 -15.687
22 Cl -4.717 -0.630 0.975
23 Cl 0.126 -6.006 3.973
24 Cl -0.546 -4.504 1.569
25 Cl 1.982 0.440 -2.229
26 Cl -2.448 -6.523 10.657
27 Cl -7.196 -0.070 9.622
28 Cl 6.533 4.835 -14.389
29 Cl 5.717 0.508 -14.734
30 Cl 1.600 -0.445 -10.758
31 Cl 2.115 3.181 -1.298
32 Cl 2.914 -2.767 -9.617
33 Cl -1.906 6.904 8.747
34 Cl -3.125 3.393 -7.026
35 Cl 6.821 0.600 -11.524
36 Cl -1.221 1.249 -3.959
37 Cl -0.217 -4.822 9.908
38 Cl 8.123 -1.712 -10.341
39 Cl -5.554 4.268 9.269
40 Cl -4.875 -1.740 10.172
41 Cl -3.197 2.993 10.389
42 Cl -2.440 -3.718 11.411
43 Cl 4.914 -3.478 0.303
44 Cl 0.461 0.440 -6.182
45 Cl -5.451 -0.996 7.472
46 Cl -3.972 2.452 7.657
47 S -2.213 -0.101 3.861
48 O -1.713 -2.839 7.280
49 O -1.372 -1.292 4.559
50 O -3.743 -0.533 4.140
51 O -1.972 -0.355 2.473
52 C -6.168 -1.378 9.032
53 C 7.648 -0.031 -10.101
54 C -6.215 -0.913 0.103
55 C -1.836 -1.558 6.915
56 C 7.587 3.442 -14.144
57 C -0.926 -1.083 5.923
58 C -3.924 4.575 -5.979
59 C -1.954 -4.900 10.190
60 C -0.893 5.463 8.787
61 C -0.963 -4.826 3.248
62 C 1.083 1.766 -1.497
63 C 2.435 -1.093 -9.350
64 C 1.386 1.840 3.312
65 C 6.181 -1.166 -15.070
66 C -1.265 -1.749 8.218
67 C 3.205 -3.576 0.726
68 C -0.472 1.758 -5.471
69 C -4.558 2.818 9.276
70 H -6.863 -0.062 0.256
71 H -0.885 -3.899 3.802
72 H -4.062 5.480 -6.553
73 H -1.976 -1.774 9.014
74 H -1.264 2.029 -6.156
75 H -5.165 1.991 9.617
76 H 0.282 2.032 -2.169
77 H -0.762 -0.027 6.090
78 H -0.257 -2.072 8.378
79 H -6.781 -2.259 8.910
80 H -2.453 -4.645 9.264
81 H -1.488 4.654 9.182
82 H 7.024 2.686 -13.618
83 H 2.631 -3.490 -0.186
84 H 1.081 1.058 2.629
85 H 7.123 -1.147 -15.599
86 H 1.752 -1.067 -8.514
87 H -2.825 -1.167 6.890
88 H -0.018 -1.649 6.040
89 H 6.957 0.004 -9.271


C18H20F4N2O4 | wB97M-V/def2-TZVPD

SMILES: O=C1C=C(C(F)(F)C(F)F)C(=O)c2ccccc21.CN(C)C=O.CN(C)C=O
Lowest unoccupied orbital energy (eV): -1.802
HOMO-LUMO gap (eV): 7.270
HOMO level (eV): -9.07
Total energy (eV): -41023.7688

Positions of all 48 atoms, in Å:
1 F -0.869 -1.992 -0.885
2 F -0.620 0.420 -1.797
3 F -1.881 1.076 0.005
4 F -1.609 -1.196 1.247
5 O 1.882 3.905 -2.506
6 O 2.012 -1.610 -1.374
7 O 3.043 -2.282 3.676
8 O -5.987 -5.265 -0.679
9 N -4.282 -4.305 0.518
10 N -0.199 4.819 -2.197
11 C -3.064 -3.519 0.502
12 C 2.064 -1.141 -0.217
13 C -0.986 5.982 -1.837
14 C -0.697 0.387 -0.380
15 C 2.665 -1.569 2.710
16 C 1.126 -1.498 2.219
17 C -0.883 3.590 -2.551
18 C 5.738 1.048 1.583
19 C 4.888 0.103 2.513
20 C 5.393 1.291 0.076
21 C 4.168 0.544 -0.572
22 C 3.358 -0.372 0.368
23 C 0.846 -1.273 0.842
24 C -0.621 -1.132 0.222
25 C -4.795 -4.780 1.788
26 C 3.665 -0.608 1.885
27 C 1.164 4.844 -2.214
28 C -4.962 -4.612 -0.624
29 H 0.242 -1.620 2.934
30 H -5.803 -4.385 1.938
31 H -4.149 -4.457 2.606
32 H 6.017 2.010 -0.550
33 H -4.488 -4.203 -1.532
34 H 6.626 1.574 2.087
35 H -1.631 6.249 -2.678
36 H -0.602 3.305 -3.567
37 H -0.571 2.799 -1.867
38 H -1.601 5.739 -0.967
39 H -3.215 -2.620 1.100
40 H -2.797 -3.231 -0.515
41 H 1.582 5.824 -1.930
42 H 5.170 -0.044 3.609
43 H -4.846 -5.871 1.768
44 H -0.343 6.830 -1.596
45 H 3.875 0.664 -1.668
46 H -2.253 -4.113 0.931
47 H 0.195 0.973 0.065
48 H -1.964 3.722 -2.492


C18H20FMnN2O6PS | wB97M-V/def2-TZVPD

Multiplicity: 6
Lowest unoccupied orbital energy (spin up / spin down) (eV): -0.532 / -0.586
HOMO-LUMO gap (spin up / spin down) (eV): 7.822 / 8.015
HOMO level (spin up / spin down) (eV): -8.35 / -8.60
Total energy (eV): -88422.0059

Positions of all 50 atoms, in Å:
1 Mn -1.207 3.127 -1.028
2 S -1.002 5.227 -2.180
3 P -2.083 2.555 1.983
4 F 4.905 0.051 -0.558
5 O -2.557 1.705 -1.283
6 O 0.301 1.727 -1.135
7 O -1.576 2.900 3.486
8 O -0.998 3.449 1.096
9 O -1.356 1.118 1.831
10 O -3.428 -0.334 -1.458
11 N 0.007 -2.340 -1.138
12 N -0.171 6.601 0.172
13 C 2.591 0.265 -0.843
14 C 0.392 3.639 1.503
15 C 3.625 -1.910 -0.686
16 C 2.415 -2.545 -0.833
17 C 0.145 0.477 -1.121
18 C 3.697 -0.519 -0.700
19 C -1.080 -1.575 -1.254
20 C 0.915 -4.496 -0.433
21 C 1.342 -0.356 -0.984
22 C -0.553 6.047 -0.769
23 C -2.000 4.157 4.036
24 C 1.257 -1.752 -0.989
25 C 2.320 -4.049 -0.812
26 C -0.032 -4.169 -2.779
27 C -2.479 0.425 -1.344
28 C -2.156 -0.050 2.062
29 C -1.095 -0.203 -1.236
30 C -0.124 -3.804 -1.303
31 H 0.916 -3.846 -3.210
32 H 0.465 3.553 2.582
33 H 3.049 -4.446 -0.106
34 H -0.120 -5.249 -2.902
35 H -1.527 -0.906 1.832
36 H -3.087 4.195 4.120
37 H -1.119 -4.053 -0.933
38 H -3.029 -0.055 1.407
39 H -1.652 4.992 3.425
40 H 0.663 4.640 1.175
41 H -2.468 -0.107 3.106
42 H -1.557 4.231 5.025
43 H 0.808 -5.575 -0.546
44 H 4.532 -2.486 -0.553
45 H 0.720 -4.253 0.614
46 H 2.589 -4.447 -1.793
47 H -2.028 -2.087 -1.372
48 H -0.835 -3.693 -3.341
49 H 1.004 2.881 1.018
50 H 2.662 1.343 -0.850


C18H20MgN8O6Se2 | wB97M-V/def2-TZVPD

Lowest unoccupied orbital energy (eV): -0.996
HOMO-LUMO gap (eV): 7.796
HOMO level (eV): -8.79
Total energy (eV): -179337.8237

Positions of all 55 atoms, in Å:
1 Se 0.600 -0.011 -2.648
2 Se -6.734 4.374 0.294
3 Mg 0.036 0.638 -0.091
4 O 0.302 -0.974 -1.312
5 O 0.358 0.456 1.884
6 O 1.649 1.135 3.602
7 O 0.277 1.489 -1.975
8 O -0.332 -0.365 -3.906
9 O 2.212 -0.030 -3.001
10 N -6.282 2.651 0.213
11 N 4.735 2.525 -0.516
12 N -0.783 2.664 0.325
13 N 2.199 0.508 0.160
14 N 3.123 2.598 -2.184
15 N 4.646 0.896 -2.176
16 N -5.039 4.931 0.334
17 N -2.069 0.315 0.060
18 C -0.742 5.051 0.440
19 C 5.636 1.796 0.389
20 C -4.830 0.104 0.050
21 C -4.041 -1.019 -0.047
22 C -2.121 2.706 0.271
23 C 3.946 0.583 1.992
24 C 1.440 0.871 2.427
25 C -0.123 3.805 0.409
26 C -2.829 3.906 0.313
27 C -2.657 -0.866 -0.053
28 C -4.290 3.865 0.286
29 C 4.175 2.006 -1.615
30 C -2.829 1.414 0.162
31 C 5.101 0.488 0.984
32 C -4.219 1.354 0.150
33 C 2.616 1.096 1.426
34 C -4.979 2.599 0.219
35 C -2.117 5.099 0.393
36 H -0.149 5.952 0.510
37 H 0.957 3.723 0.478
38 H 5.871 2.503 1.184
39 H 4.250 3.312 -0.122
40 H 3.953 0.339 -2.697
41 H -4.473 -2.005 -0.138
42 H 2.550 1.977 -2.755
43 H 5.957 0.010 1.468
44 H 4.227 1.202 2.845
45 H 2.088 -0.501 0.262
46 H -1.991 -1.711 -0.176
47 H 2.677 2.183 1.289
48 H -5.910 0.043 0.041
49 H 2.832 0.610 -0.616
50 H -2.656 6.037 0.423
51 H 2.564 3.213 -1.616
52 H 3.772 -0.417 2.399
53 H 4.808 -0.193 0.181
54 H 6.577 1.616 -0.136
55 H 5.393 0.400 -1.722


C18H20N2O3 | wB97M-V/def2-TZVPD

SMILES: N[C@@H](Cc1ccccc1)C(=O)N[C@@H](Cc1ccccc1)C(=O)O
Lowest unoccupied orbital energy (eV): 0.426
HOMO-LUMO gap (eV): 8.676
HOMO level (eV): -8.25
Total energy (eV): -28110.7209

Positions of all 43 atoms, in Å:
1 O 2.046 -0.951 -1.425
2 O 2.244 -3.213 0.993
3 O 0.811 -4.206 -0.347
4 N 4.293 -0.240 -0.432
5 N 0.901 -0.690 0.615
6 C 0.193 -2.115 0.536
7 C -0.810 -2.250 -0.630
8 C -0.991 3.734 0.255
9 C -4.609 -0.143 -0.062
10 C 1.199 -3.244 0.414
11 C -2.980 -1.922 0.694
12 C 1.966 -0.675 -0.256
13 C -3.742 0.233 -1.037
14 C 1.491 2.236 0.038
15 C 0.558 2.228 -1.078
16 C 0.873 2.617 1.283
17 C 3.151 0.254 0.177
18 C -0.617 3.043 -0.893
19 C -2.463 -0.302 -1.097
20 C -0.227 3.432 1.325
21 C 2.892 1.763 -0.195
22 C -2.115 -1.460 -0.344
23 C -4.198 -1.209 0.888
24 H -0.474 3.891 2.295
25 H 1.532 2.695 2.117
26 H -1.230 3.022 -1.751
27 H -0.397 -1.834 -1.495
28 H -0.918 -3.326 -0.709
29 H 4.215 -0.419 -1.380
30 H 1.275 -5.065 -0.129
31 H -3.970 0.968 -1.820
32 H -2.624 -2.688 1.397
33 H -5.535 0.424 0.256
34 H 3.251 0.273 1.310
35 H 3.360 2.052 -1.189
36 H 5.131 -0.716 -0.014
37 H -1.772 0.014 -1.940
38 H 0.517 1.628 -1.930
39 H -1.839 4.450 0.411
40 H 1.371 -0.671 1.552
41 H -4.972 -1.513 1.657
42 H 3.647 2.127 0.497
43 H -0.437 -2.237 1.443


C18H20N2O3S | wB97M-V/def2-TZVPD

SMILES: O=S(=O)(c1ccccc1)N1[C@@H]2CC[C@H]1C[C@](O)(c1cccnc1)C2
Lowest unoccupied orbital energy (eV): 0.582
HOMO-LUMO gap (eV): 9.658
HOMO level (eV): -9.08
Total energy (eV): -38948.2031

Positions of all 44 atoms, in Å:
1 S 0.859 1.534 -0.126
2 O -3.290 -2.114 -0.050
3 O 0.666 2.128 -1.415
4 O 0.487 2.250 1.057
5 N -3.194 2.474 -0.876
6 N -0.025 0.138 -0.123
7 C -0.001 -0.747 1.018
8 C -2.596 1.298 -0.930
9 C 2.593 1.080 0.022
10 C -1.402 -1.372 1.150
11 C -2.258 -1.133 -0.112
12 C 1.071 -1.798 0.655
13 C 4.495 0.608 1.385
14 C -2.888 0.250 -0.061
15 C 4.656 0.472 -1.012
16 C -4.103 2.686 0.057
17 C -1.411 -1.379 -1.378
18 C 5.236 0.350 0.242
19 C 3.326 0.840 -1.124
20 C -0.004 -0.759 -1.256
21 C -3.865 0.483 0.904
22 C 3.163 0.976 1.275
23 C -4.479 1.720 0.976
24 C 1.067 -1.808 -0.883
25 H 0.256 -0.192 -2.151
26 H 2.562 1.204 2.142
27 H 0.251 -0.171 1.908
28 H 0.827 -2.788 -1.290
29 H 2.045 -1.492 1.038
30 H 0.833 -2.773 1.076
31 H -1.337 -2.451 1.291
32 H 5.242 0.284 -1.900
33 H -1.333 -2.460 -1.504
34 H -4.146 -0.312 1.582
35 H 2.039 -1.508 -1.274
36 H -1.937 -0.981 -2.246
37 H 6.273 0.064 0.328
38 H 2.848 0.967 -2.083
39 H -5.232 1.923 1.722
40 H -1.926 -0.956 2.009
41 H -3.921 -1.944 -0.759
42 H -4.552 3.671 0.058
43 H 4.954 0.526 2.358
44 H -1.847 1.213 -1.703


C18H20N2O6 | wB97M-V/def2-TZVPD

SMILES: COc1cccc(OCC(=O)O/N=C(\N)c2ccc(OC)c(OC)c2)c1
Lowest unoccupied orbital energy (eV): 0.511
HOMO-LUMO gap (eV): 8.605
HOMO level (eV): -8.09
Total energy (eV): -34253.1909

Positions of all 46 atoms, in Å:
1 O -1.773 4.139 -0.122
2 O 5.864 0.950 -0.564
3 O -1.598 2.070 0.784
4 O 4.595 -1.470 0.391
5 O -3.931 -2.965 -0.181
6 O -4.142 1.665 0.900
7 N -0.183 2.082 0.604
8 N -0.390 -0.227 0.238
9 C -3.170 -0.070 -2.197
10 C 3.940 -2.610 0.887
11 C 3.862 -0.332 0.152
12 C 0.312 0.936 0.316
13 C -3.867 0.722 -0.047
14 C 1.766 0.897 0.110
15 C -3.342 -1.376 -1.793
16 C 4.538 0.817 -0.305
17 C -4.419 -3.300 1.096
18 C -3.745 2.991 0.661
19 C 2.439 2.034 -0.323
20 C -4.051 -0.598 0.369
21 C -3.429 0.989 -1.338
22 C 2.489 -0.270 0.344
23 C 6.772 -0.114 -0.390
24 C -3.794 -1.649 -0.498
25 C 3.800 1.980 -0.527
26 C -2.242 3.162 0.389
27 H -2.827 0.138 -3.198
28 H -4.396 -0.753 1.378
29 H -4.298 3.448 -0.170
30 H -3.986 3.537 1.578
31 H 4.343 2.846 -0.869
32 H -3.745 -2.958 1.887
33 H 3.196 -2.990 0.179
34 H 1.969 -1.137 0.718
35 H 4.722 -3.356 1.017
36 H -0.001 -0.998 -0.275
37 H 6.528 -0.965 -1.029
38 H 3.462 -2.416 1.852
39 H -5.418 -2.885 1.266
40 H -1.396 -0.162 0.254
41 H 1.883 2.940 -0.493
42 H 7.741 0.292 -0.681
43 H 6.814 -0.444 0.650
44 H -3.277 1.999 -1.682
45 H -4.473 -4.388 1.114
46 H -3.142 -2.202 -2.455


C18H20N4O4S | wB97M-V/def2-TZVPD

SMILES: CCOc1ccc(C(=O)/C=C/Nc2ccc(S(=O)(=O)N=C(N)N)cc2)cc1
Lowest unoccupied orbital energy (eV): 0.262
HOMO-LUMO gap (eV): 8.454
HOMO level (eV): -8.19
Total energy (eV): -43976.2486

Positions of all 47 atoms, in Å:
1 S -1.277 4.185 2.076
2 O 3.760 -3.678 -2.556
3 O -0.810 5.546 1.857
4 O -2.412 -5.111 -2.626
5 O -2.645 3.906 1.765
6 N -0.163 3.848 5.719
7 N 0.530 5.387 4.135
8 N -0.991 3.677 3.611
9 N 2.238 0.448 -0.915
10 C 2.793 -2.972 -2.321
11 C -2.719 -6.428 -2.210
12 C 1.384 1.287 -0.226
13 C 2.034 -0.842 -1.294
14 C -0.704 1.803 0.855
15 C 1.029 3.463 0.757
16 C 2.953 -1.569 -1.953
17 C -4.201 -6.657 -2.462
18 C -1.138 -4.662 -2.522
19 C 1.412 -3.519 -2.384
20 C -0.070 -5.391 -2.005
21 C 0.342 -2.800 -2.918
22 C 1.189 -4.822 -1.954
23 C 0.098 0.909 0.173
24 C -0.912 -3.363 -2.988
25 C 1.836 2.577 0.074
26 C -0.240 3.072 1.142
27 C -0.230 4.308 4.439
28 H -4.477 -7.662 -2.155
29 H -1.745 -2.821 -3.408
30 H -4.421 -6.532 -3.518
31 H 3.134 0.847 -1.167
32 H -0.281 -0.075 -0.051
33 H -0.581 2.949 5.882
34 H 0.838 5.986 4.883
35 H 3.929 -1.150 -2.162
36 H -1.702 1.540 1.165
37 H 1.361 4.463 0.984
38 H 2.827 2.877 -0.237
39 H 0.624 4.107 6.290
40 H 1.084 -1.273 -1.018
41 H -2.492 -6.549 -1.142
42 H -0.206 -6.400 -1.649
43 H 0.256 5.827 3.256
44 H -4.788 -5.938 -1.898
45 H -2.120 -7.151 -2.781
46 H 2.022 -5.389 -1.566
47 H 0.502 -1.807 -3.312


The lowest total energy belongs to which entry?
C18H20Cl45IO4S


Repeat the third record exactly.
C18H20F4N2O4 | wB97M-V/def2-TZVPD

SMILES: O=C1C=C(C(F)(F)C(F)F)C(=O)c2ccccc21.CN(C)C=O.CN(C)C=O
Lowest unoccupied orbital energy (eV): -1.802
HOMO-LUMO gap (eV): 7.270
HOMO level (eV): -9.07
Total energy (eV): -41023.7688

Positions of all 48 atoms, in Å:
1 F -0.869 -1.992 -0.885
2 F -0.620 0.420 -1.797
3 F -1.881 1.076 0.005
4 F -1.609 -1.196 1.247
5 O 1.882 3.905 -2.506
6 O 2.012 -1.610 -1.374
7 O 3.043 -2.282 3.676
8 O -5.987 -5.265 -0.679
9 N -4.282 -4.305 0.518
10 N -0.199 4.819 -2.197
11 C -3.064 -3.519 0.502
12 C 2.064 -1.141 -0.217
13 C -0.986 5.982 -1.837
14 C -0.697 0.387 -0.380
15 C 2.665 -1.569 2.710
16 C 1.126 -1.498 2.219
17 C -0.883 3.590 -2.551
18 C 5.738 1.048 1.583
19 C 4.888 0.103 2.513
20 C 5.393 1.291 0.076
21 C 4.168 0.544 -0.572
22 C 3.358 -0.372 0.368
23 C 0.846 -1.273 0.842
24 C -0.621 -1.132 0.222
25 C -4.795 -4.780 1.788
26 C 3.665 -0.608 1.885
27 C 1.164 4.844 -2.214
28 C -4.962 -4.612 -0.624
29 H 0.242 -1.620 2.934
30 H -5.803 -4.385 1.938
31 H -4.149 -4.457 2.606
32 H 6.017 2.010 -0.550
33 H -4.488 -4.203 -1.532
34 H 6.626 1.574 2.087
35 H -1.631 6.249 -2.678
36 H -0.602 3.305 -3.567
37 H -0.571 2.799 -1.867
38 H -1.601 5.739 -0.967
39 H -3.215 -2.620 1.100
40 H -2.797 -3.231 -0.515
41 H 1.582 5.824 -1.930
42 H 5.170 -0.044 3.609
43 H -4.846 -5.871 1.768
44 H -0.343 6.830 -1.596
45 H 3.875 0.664 -1.668
46 H -2.253 -4.113 0.931
47 H 0.195 0.973 0.065
48 H -1.964 3.722 -2.492